{
  "formula": "C36H37NP2PtS",
  "method": "the ωB97M-V functional and the def2-TZVPD basis",
  "elements": ["Pt", "C", "C", "C", "C", "C", "C", "C", "C", "C", "H", "H", "H", "H", "H", "H", "H", "H", "H", "H", "H", "H", "H", "H", "H", "P", "P", "C", "C", "C", "C", "C", "C", "C", "C", "C", "C", "C", "C", "C", "C", "C", "C", "C", "C", "C", "C", "C", "C", "C", "C", "C", "C", "H", "H", "H", "H", "H", "H", "H", "H", "H", "H", "H", "H", "H", "H", "H", "H", "H", "H", "H", "H", "H", "H", "S", "C", "N"],
  "coordinates": [[0.581, 1.618, 5.692], [2.458, 0.695, 6.848], [2.558, 0.537, 5.447], [2.284, -0.742, 4.740], [0.847, -0.853, 4.176], [-0.196, -0.237, 5.050], [-0.232, -0.350, 6.480], [0.728, -1.120, 7.300], [1.937, -0.327, 7.822], [-1.180, 2.632, 5.661], [2.994, 1.580, 7.286], [3.168, 1.293, 4.922], [2.499, -1.606, 5.387], [2.991, -0.831, 3.888], [0.808, -0.303, 3.213], [0.606, -1.892, 3.941], [-1.127, 0.072, 4.565], [-1.186, -0.053, 6.954], [1.095, -2.001, 6.743], [0.187, -1.537, 8.178], [1.591, 0.255, 8.737], [2.742, -0.963, 8.148], [-1.225, 3.505, 6.337], [-2.019, 1.958, 5.884], [-1.261, 2.982, 4.624], [1.022, 1.112, -3.879], [-2.492, -0.041, -3.453], [0.303, -0.525, -3.993], [-0.979, -0.960, -3.705], [2.332, 1.120, -5.180], [2.975, -0.032, -5.631], [3.947, 0.056, -6.639], [4.285, 1.293, -7.189], [3.646, 2.453, -6.733], [2.671, 2.376, -5.747], [2.022, 0.889, -2.343], [1.303, 0.753, -1.133], [1.985, 0.610, 0.072], [3.385, 0.623, 0.099], [4.096, 0.774, -1.095], [3.419, 0.904, -2.309], [-3.511, -0.797, -4.808], [-3.145, -0.480, -6.136], [-3.876, -0.988, -7.205], [-4.996, -1.796, -6.976], [-5.373, -2.095, -5.664], [-4.635, -1.602, -4.586], [-3.249, -0.797, -1.955], [-4.090, 0.034, -1.172], [-4.684, -0.469, -0.021], [-4.441, -1.787, 0.383], [-3.606, -2.602, -0.382], [-3.013, -2.110, -1.554], [1.042, -1.313, -4.216], [-1.137, -2.057, -3.749], [2.727, -0.997, -5.205], [4.438, -0.854, -6.996], [5.040, 1.358, -7.975], [3.904, 3.424, -7.164], [2.150, 3.270, -5.406], [0.215, 0.765, -1.146], [1.421, 0.498, 1.002], [3.917, 0.519, 1.049], [5.186, 0.791, -1.081], [3.985, 1.012, -3.235], [-2.288, 0.166, -6.319], [-3.579, -0.744, -8.226], [-5.574, -2.185, -7.817], [-6.247, -2.719, -5.476], [-4.933, -1.850, -3.567], [-4.253, 1.066, -1.480], [-5.334, 0.174, 0.578], [-4.898, -2.173, 1.296], [-3.406, -3.630, -0.067], [-2.370, -2.754, -2.148], [0.820, 2.333, 8.034], [1.053, 2.677, 9.555], [1.169, 2.999, 10.672]],
  "lowdin_spin": [1.03, 0.05, 0.07, 0.01, 0.01, 0.07, 0.19, 0.02, 0.03, 0.27, 0.01, 0.01, 0.00, 0.00, 0.00, 0.00, 0.01, 0.00, 0.01, 0.00, 0.01, 0.00, 0.02, 0.02, 0.04, 0.11, 0.40, 0.01, 0.06, 0.02, 0.00, 0.00, 0.00, 0.00, 0.00, 0.01, 0.01, 0.00, 0.01, 0.00, 0.01, 0.08, 0.05, 0.00, 0.07, 0.01, 0.04, 0.05, 0.01, 0.00, 0.01, 0.00, 0.01, 0.01, 0.02, 0.00, 0.00, 0.00, 0.00, 0.00, 0.00, 0.00, 0.00, 0.00, 0.00, 0.00, 0.00, 0.00, 0.00, 0.00, 0.00, 0.00, 0.00, 0.00, 0.00, 0.67, 0.12, 0.34],
  "e_tot_ev": -72058.81376,
  "charge": 2,
  "s2": 6.046,
  "e_above_lowest_ev": 1.176,
  "multiplicity": 5
}